Computed, not measured: a cluster of 12 separate species, C60H146F9N9O25 in total in a non-equilibrium geometry, with wB97M-V/def2-TZVPD.

Values from the calculation:
Kohn-Sham gap: 3.873 eV
HOMO energy: -12.554 eV
ΔE to the lowest compared entry with this formula, charge and spin: 0.0 kJ/mol

The geometry in ORCA input format:
```
! RIJCOSX wB97M-V def2-TZVPD def2/J DEFGRID3
* xyz 4 1
N -0.6016 -0.1417 0.6182
O -0.5228 -0.1150 1.8477
O -1.6240 -0.3468 0.0089
O 0.3372 0.1572 -0.0551
C -2.0829 -0.9277 7.3452
O -2.3425 0.0652 6.3733
O -0.7137 -1.1382 7.1616
C -2.6576 -0.4210 8.7379
F -1.9416 0.4553 9.4497
F -3.8669 0.1453 8.5947
F -2.8129 -1.5086 9.5446
C -2.4249 -0.3260 5.0167
C -3.2532 0.7325 4.2338
H -3.1854 1.6870 4.7557
H -2.8532 0.9744 3.2491
H -4.3002 0.4334 4.1853
H -2.9500 -1.2439 4.7528
H -1.3799 -0.2934 4.7085
H -2.7381 -1.7261 6.9968
C 6.3879 2.9786 2.4538
O 7.6142 2.7557 3.1879
O 6.4235 4.3246 2.0789
C 6.1268 1.8715 1.4515
F 6.8056 2.1471 0.2882
F 6.4917 0.6223 1.8666
F 4.8090 1.6872 1.1228
C 7.6035 1.9072 4.3523
C 9.0426 1.8383 4.8450
H 9.3022 1.0509 5.5525
H 9.7957 1.9934 4.0724
H 9.1215 2.7536 5.4316
H 7.4903 0.8644 4.0560
H 6.8485 2.1745 5.0917
H 5.6031 2.8894 3.2049
C -5.8058 2.0577 -4.0119
O -4.4478 1.9361 -4.4156
O -5.8791 2.0029 -2.6289
C -6.3767 3.2165 -4.8342
F -7.6586 3.4311 -4.6130
F -5.6390 4.3802 -4.7307
F -6.2645 2.8777 -6.1462
C -4.0374 0.7865 -5.2637
C -2.5498 0.7453 -5.2529
H -2.0609 0.1099 -5.9914
H -2.1159 1.7453 -5.2529
H -2.2269 0.4071 -4.2683
H -4.4749 0.9439 -6.2495
H -4.4101 -0.1430 -4.8333
H -6.3045 1.1401 -4.3240
C 1.6585 -2.9536 0.5638
O 2.7234 -3.6643 1.1064
C 3.8903 -3.0230 1.5044
C 4.8700 -2.6306 0.3409
N 5.2934 -3.8468 -0.5089
H 5.6192 -4.4972 0.1919
H 4.5133 -4.3215 -0.9404
C 6.3758 -3.5871 -1.5897
C 5.8620 -2.6087 -2.6811
O 5.6524 -1.2392 -2.2347
C 6.8799 -0.6589 -1.6739
H 1.0044 -3.6897 0.0964
H 2.0560 -2.2976 -0.2105
H 1.1723 -2.4340 1.3895
H 4.4696 -3.6491 2.1829
H 3.6658 -2.1726 2.1481
H 5.7860 -2.2075 0.7531
H 4.4545 -1.8885 -0.3408
H 6.4885 -4.5789 -2.0276
H 7.2665 -3.2815 -1.0408
H 4.9243 -2.9536 -3.1169
H 6.6724 -2.5672 -3.4089
H 6.6898 0.3543 -1.3197
H 7.5648 -0.5802 -2.5181
H 7.3967 -1.1527 -0.8509
C 5.0064 -2.7096 -6.3422
O 3.8501 -3.4930 -5.8902
C 4.0768 -4.8424 -5.7813
C 2.6716 -5.4944 -5.6549
N 2.1294 -4.9293 -4.3301
H 2.6491 -5.1480 -3.4922
H 1.9625 -3.9372 -4.4196
C 0.6850 -5.4451 -4.0211
C -0.0056 -4.5118 -3.0076
O 0.2135 -3.1906 -3.3793
C -0.5621 -2.2718 -2.5569
H 4.9222 -1.6789 -5.9979
H 4.8355 -2.8623 -7.4079
H 5.9282 -3.1981 -6.0263
H 4.7542 -4.9509 -4.9342
H 4.5699 -5.2791 -6.6497
H 2.8341 -6.5720 -5.6364
H 2.0041 -5.0986 -6.4203
H 0.8016 -6.4234 -3.5548
H 0.2056 -5.5312 -4.9962
H 0.3332 -4.7724 -2.0049
H -1.0743 -4.7263 -3.0059
H -0.4931 -2.4725 -1.4878
H -1.6129 -2.4529 -2.7832
H -0.2637 -1.2606 -2.8332
C -6.7292 -9.2322 0.3272
O -6.3977 -7.8338 0.4758
C -5.2680 -7.5810 1.3024
C -5.2335 -6.0910 1.5057
N -5.1905 -5.4001 0.1506
H -5.9269 -5.7773 -0.4287
H -5.6335 -4.5188 0.3679
C -3.7835 -5.4080 -0.5446
C -2.7568 -4.5128 0.0399
O -2.6205 -4.6237 1.4680
C -2.0907 -3.4481 2.0518
H -7.0394 -9.6492 1.2853
H -6.0179 -9.9103 -0.1443
H -7.7255 -9.3199 -0.1062
H -4.3367 -7.8953 0.8312
H -5.3901 -8.0975 2.2544
H -4.3111 -5.7993 2.0079
H -6.1238 -5.9151 2.1095
H -3.9499 -5.0681 -1.5668
H -3.3792 -6.4177 -0.6162
H -3.0721 -3.4905 -0.1689
H -1.7630 -4.5901 -0.4010
H -1.0823 -3.3781 1.6440
H -2.1561 -3.5973 3.1295
H -2.5594 -2.4995 1.7900
C 1.1288 3.3136 2.3251
O 2.5160 3.2262 2.7778
C 2.9373 4.2389 3.6873
C 3.0087 5.6944 3.1377
N 3.6800 5.6327 1.7286
H 4.5707 5.1574 1.7559
H 3.1091 4.9875 1.2015
C 3.8648 6.9995 1.0477
C 5.0030 7.7816 1.7129
O 4.4617 8.2217 2.9152
C 5.2847 9.1894 3.5683
H 0.4816 3.0043 3.1458
H 0.9855 2.6945 1.4395
H 1.0181 4.3080 1.8927
H 3.9502 4.0160 4.0227
H 2.2908 4.1090 4.5552
H 3.5685 6.3807 3.7731
H 2.0336 6.1052 2.8759
H 2.9686 7.5951 1.2214
H 3.9964 6.8663 -0.0261
H 5.2296 8.5261 0.9497
H 5.9518 7.2490 1.7786
H 4.8296 9.4584 4.5216
H 5.5600 10.0620 2.9759
H 6.2260 8.6942 3.8066
C -0.6104 4.6270 5.7284
O 0.2383 3.5218 6.1049
C -0.2113 2.6087 7.0605
C 1.0867 1.7838 7.4948
N 1.4110 0.6073 6.5995
H 2.2696 0.2066 6.9493
H 0.6545 -0.0586 6.6657
C 1.6597 0.8659 5.0983
C 2.0965 -0.3413 4.2934
O 3.2073 -0.9459 5.0656
C 4.5344 -0.4870 4.7064
H -1.6130 4.2458 5.5342
H -0.3297 5.2324 4.8666
H -0.8112 5.3211 6.5445
H -0.9362 1.9386 6.5985
H -0.6139 3.1085 7.9415
H 0.9483 1.3471 8.4839
H 2.0058 2.3689 7.5271
H 2.4818 1.5738 4.9929
H 0.7565 1.3187 4.6892
H 2.4704 -0.0586 3.3093
H 1.2591 -1.0374 4.2448
H 4.7595 0.5637 4.5233
H 4.8104 -1.0272 3.8007
H 5.2615 -0.8610 5.4272
C -7.2439 2.6932 2.3017
O -5.9485 2.7466 1.6880
C -5.5499 1.5053 1.1631
C -4.0389 1.6215 0.6763
N -3.9453 2.5582 -0.5671
H -4.6815 2.4182 -1.2442
H -4.1551 3.5092 -0.2993
C -2.5886 2.4833 -1.3473
C -2.4946 3.7260 -2.1829
O -3.0618 4.8927 -1.5961
C -3.2786 5.8840 -2.6296
H -7.1392 2.0975 3.2084
H -8.1989 2.5212 1.8051
H -7.3165 3.6823 2.7539
H -6.2030 1.2803 0.3198
H -5.7180 0.5912 1.7325
H -3.6565 0.6100 0.5391
H -3.4609 2.1851 1.4088
H -2.4441 1.4862 -1.7631
H -1.8707 2.5392 -0.5290
H -2.9271 3.4703 -3.1502
H -1.4535 3.9030 -2.4528
H -2.3804 6.4676 -2.8315
H -3.8986 6.6923 -2.2419
H -3.7442 5.4730 -3.5254
C -8.8769 -0.7567 -5.0005
O -8.4524 -1.1532 -3.7240
C -9.2493 -2.0923 -3.0464
C -8.6723 -2.3223 -1.6330
N -7.1386 -2.5181 -1.5410
H -6.9393 -2.7762 -0.5851
H -6.7433 -3.2070 -2.1648
C -6.2791 -1.2308 -1.7137
C -4.7530 -1.5145 -1.4671
O -4.3028 -2.7304 -2.0035
C -4.3342 -2.8443 -3.4425
H -9.7123 -0.0566 -4.9880
H -9.1638 -1.5629 -5.6756
H -8.1375 -0.1642 -5.5393
H -9.3437 -3.0035 -3.6370
H -10.3013 -1.8287 -2.9370
H -8.9510 -3.2695 -1.1711
H -8.8196 -1.5164 -0.9140
H -6.6556 -0.5062 -0.9917
H -6.3663 -0.8036 -2.7127
H -4.5824 -1.6096 -0.3947
H -4.1452 -0.6517 -1.7394
H -4.1286 -3.8544 -3.7970
H -3.5395 -2.2738 -3.9231
H -5.2777 -2.5608 -3.9089
C 2.0611 -0.1405 -5.1348
O 2.4002 0.9007 -4.2325
C 2.7550 0.5759 -2.8907
C 2.6671 1.7603 -1.9365
N 3.4611 2.8982 -2.6074
H 3.2260 2.7928 -3.5840
H 3.0545 3.7382 -2.2211
C 5.0124 2.7434 -2.5085
C 5.5635 3.1204 -3.8752
O 4.9982 2.2210 -4.8728
C 5.5464 2.4988 -6.1343
H 1.5593 0.0533 -6.0829
H 1.4170 -0.8582 -4.6267
H 2.9716 -0.7129 -5.3119
H 3.6715 0.0134 -2.7127
H 1.9294 0.0215 -2.4444
H 3.1044 1.5451 -0.9615
H 1.6630 2.1777 -1.8614
H 5.1944 1.6705 -2.4464
H 5.4290 3.3023 -1.6705
H 6.6511 3.1912 -3.8858
H 5.2212 4.1490 -3.9890
H 4.9391 1.9576 -6.8599
H 6.5699 2.1268 -6.1816
H 5.6229 3.5696 -6.3231
*
```